# 1
Here is one molecule with the formula C6H8OS in a non-equilibrium geometry from the OMol25 dataset. Energies are from ωB97M-V/def2-TZVPD.

CARTESIAN COORDINATES (ANGSTROEM)
C  2.410  -0.774  -0.102
C  1.042  -1.131  0.033
C  -0.004  -0.392  -0.319
O  -1.203  -0.905  -0.352
C  -2.245  -0.035  0.104
C  -1.482  1.426  -0.069
C  -0.073  1.022  -0.234
S  1.305  1.899  -0.096
H  2.599  -0.021  0.759
H  2.853  -0.528  -1.195
H  2.782  -1.822  0.357
H  0.996  -2.273  0.549
H  -2.535  -0.028  1.164
H  -3.101  -0.318  -0.656
H  -1.410  2.002  1.021
H  -1.937  1.878  -0.965

Force components x, y, z for each atom (eV/Å):
C 3.608 -1.837 1.354
C -1.058 -3.993 0.709
C 0.451 0.176 0.991
O -3.279 -2.409 0.656
C 0.430 1.755 -2.247
C -1.430 -0.512 2.586
C 2.056 0.693 -0.632
S -0.774 1.222 -0.351
H 0.413 -0.649 -1.713
H -1.031 -0.266 2.908
H 0.963 2.609 -1.607
H -1.222 3.297 -1.860
H 0.110 -1.129 -0.282
H 1.318 1.212 1.924
H -1.038 -0.860 -3.221
H 0.484 0.692 0.786

largest force on an atom	0.08302	Eh/bohr
HOMO	-8.109	eV
gap between HOMO and LUMO	7.68	eV
E	-706.69158	Ha
relative energy (zero: lowest compared OMol25 entry of this formula, charge and spin)	4.206	eV

***

# 2
Here is one molecule with the formula C6H8S in a non-equilibrium geometry from the OMol25 dataset. Energies are from ωB97M-V/def2-TZVPD.

CARTESIAN COORDINATES (ANGSTROEM)
C  0.620  0.127  -1.817
C  0.150  0.010  -0.310
C  -1.313  -0.203  -0.057
C  -1.801  0.233  1.128
S  -0.800  1.231  2.174
C  0.699  0.749  0.919
C  1.015  -0.695  0.743
H  1.609  0.188  -1.809
H  0.143  0.933  -2.192
H  0.379  -0.828  -2.186
H  -1.851  -0.908  -0.781
H  -2.817  -0.030  1.559
H  1.413  1.547  0.888
H  1.963  -0.886  0.489
H  0.593  -1.469  1.253

Force components x, y, z for each atom (eV/Å):
C -2.577 -2.008 4.620
C 0.082 0.417 0.225
C -0.470 -1.186 -0.021
C -1.446 -0.623 -0.219
S 2.033 -1.172 -2.299
C -2.175 0.477 1.143
C -2.141 2.552 -1.074
H 4.350 0.670 -0.239
H -1.453 2.368 -1.900
H -0.655 -0.936 -1.191
H 0.474 1.252 1.289
H 1.308 0.412 -0.906
H 0.429 -0.028 -0.073
H 3.631 -0.574 -1.088
H -1.390 -1.619 1.734

largest force on an atom	0.11004	Eh/bohr
HOMO	-7.977	eV
gap between HOMO and LUMO	8.94	eV
E	-631.51409	Ha
relative energy (zero: lowest compared OMol25 entry of this formula, charge and spin)	2.097	eV

***

# 3
Here is a 2-piece molecular cluster, C6H8S overall in a non-equilibrium geometry from the OMol25 dataset. Energies are from ωB97M-V/def2-TZVPD.

CARTESIAN COORDINATES (ANGSTROEM)
C  -0.596  -0.345  0.856
C  0.255  0.683  0.935
C  -1.288  -0.398  -0.445
C  0.543  1.394  -0.278
C  -0.538  0.717  -1.171
C  0.383  -0.397  1.890
S  2.221  -2.121  0.829
H  -1.240  -1.351  -1.049
H  -2.409  0.071  -0.351
H  0.387  2.533  -0.233
H  1.447  1.096  -0.567
H  -0.156  0.363  -2.062
H  -1.243  1.584  -1.381
H  0.985  -0.943  2.593
H  1.249  -2.886  0.434

Force components x, y, z for each atom (eV/Å):
C 0.599 0.285 1.678
C 0.096 -2.151 3.606
C -2.763 0.343 -0.746
C -3.842 2.470 0.232
C -1.617 3.232 0.089
C -0.146 0.780 -3.309
S 0.562 1.257 0.536
H -0.381 0.845 1.140
H 2.442 -2.012 0.072
H 0.654 -1.789 -0.023
H 4.133 -0.605 -1.239
H 0.924 -0.496 -1.958
H 0.576 -1.342 -0.277
H -0.252 -0.048 0.544
H -0.982 -0.768 -0.344

largest force on an atom	0.08894	Eh/bohr
HOMO (alpha / beta)	-7.348 / -7.349	eV
gap between HOMO and LUMO (alpha / beta)	7.32 / 7.32	eV
E	-631.37368	Ha
relative energy (zero: lowest compared OMol25 entry of this formula, charge and spin)	5.918	eV

***

# 4
Here is one molecule with the formula C6H8S in a non-equilibrium geometry from the OMol25 dataset. Energies are from ωB97M-V/def2-TZVPD.

CARTESIAN COORDINATES (ANGSTROEM)
C  0.560  -1.631  -0.167
C  -0.758  -1.354  -0.360
S  -1.624  0.015  0.204
C  -0.635  1.531  -0.101
C  0.717  1.630  -0.173
C  1.745  0.513  -0.202
C  1.437  -0.753  0.586
H  1.051  -2.491  -0.794
H  -1.322  -1.988  -1.099
H  -1.229  2.509  0.159
H  1.119  2.713  -0.320
H  2.659  1.002  0.196
H  1.910  0.356  -1.273
H  0.955  -0.761  1.540
H  2.450  -1.189  0.826

Force components x, y, z for each atom (eV/Å):
C -1.012 -2.056 -2.696
C 1.734 -1.702 -1.585
S -0.312 1.918 0.265
C 0.393 0.778 1.617
C -1.098 1.462 -0.403
C -0.043 2.258 0.502
C 2.160 -0.727 0.008
H -1.224 1.500 1.309
H 0.473 0.581 1.064
H 0.888 -2.185 -0.968
H -0.664 -2.049 0.409
H -0.272 -0.477 -0.260
H 0.304 -0.689 0.254
H -0.272 1.470 0.964
H -1.054 -0.081 -0.483

largest force on an atom	0.06881	Eh/bohr
HOMO	-8.069	eV
gap between HOMO and LUMO	8.95	eV
E	-631.52748	Ha
relative energy (zero: lowest compared OMol25 entry of this formula, charge and spin)	1.733	eV

***

# 5
Here is one molecule with the formula C6H8S2 in a non-equilibrium geometry from the OMol25 dataset. Energies are from ωB97M-V/def2-TZVPD.

CARTESIAN COORDINATES (ANGSTROEM)
C  -1.988  0.349  -1.851
C  -1.375  -0.372  -1.104
C  -0.639  -1.224  -0.175
C  0.413  -0.463  0.670
C  -0.253  0.602  1.543
C  1.548  0.031  -0.219
S  2.678  -0.982  -0.803
S  1.488  1.740  -0.589
H  -2.533  0.964  -2.508
H  -1.331  -1.722  0.498
H  -0.140  -2.009  -0.711
H  0.868  -1.220  1.320
H  0.476  1.142  2.149
H  -0.971  0.110  2.198
H  -0.829  1.329  0.956
H  2.588  1.726  -1.374

Force components x, y, z for each atom (eV/Å):
C 0.615 -0.741 0.756
C -0.458 0.466 -0.436
C 0.084 0.388 0.125
C -0.075 -0.016 0.181
C -0.076 0.062 -0.165
C -0.064 0.094 -0.132
S -0.097 0.088 0.077
S 0.243 -0.237 -0.085
H -0.205 0.269 -0.287
H -0.184 0.059 0.187
H 0.324 -0.389 -0.404
H -0.037 0.138 -0.109
H -0.065 -0.058 0.005
H 0.041 -0.003 0.139
H 0.203 -0.118 -0.019
H -0.248 -0.001 0.166

largest force on an atom	0.02381	Eh/bohr
HOMO	-8.720	eV
gap between HOMO and LUMO	8.53	eV
E	-1029.71941	Ha
relative energy (zero: lowest compared OMol25 entry of this formula, charge and spin)	1.950	eV

***

# 6
Here is C6H8S2 as an isolated structure in a non-equilibrium geometry from the OMol25 dataset. Energies are from ωB97M-V/def2-TZVPD.

CARTESIAN COORDINATES (ANGSTROEM)
C  1.055  1.770  -0.017
C  0.342  0.328  0.095
C  -0.039  -1.604  -0.418
C  -0.076  -1.564  1.125
C  0.231  -0.290  1.515
C  -0.770  -0.295  -0.666
H  1.383  2.359  -0.954
H  0.535  2.590  0.620
H  2.083  1.737  0.372
H  -0.270  -2.537  -0.959
H  -0.256  -2.370  1.714
H  -0.017  0.388  2.415
H  -0.496  -0.313  -1.870
H  -2.618  0.586  -1.668
S  1.444  -0.795  -0.954
S  -2.531  0.010  -0.351

Force components x, y, z for each atom (eV/Å):
C -0.725 2.176 0.813
C 3.884 4.134 -0.556
C -1.141 -2.106 1.235
C 1.549 2.796 -0.100
C -1.776 -0.362 -1.323
C -0.414 -0.471 -5.103
H -1.624 -1.651 0.435
H 0.621 -1.445 -0.897
H -0.412 -0.743 0.694
H -0.305 0.433 0.538
H -0.706 -2.274 1.656
H 0.954 -1.697 -1.366
H -1.588 1.278 2.793
H -0.272 -0.760 2.054
S 1.692 -0.112 1.096
S 0.264 0.804 -1.968

largest force on an atom	0.11084	Eh/bohr
HOMO	-8.477	eV
gap between HOMO and LUMO	9.03	eV
E	-1029.63607	Ha
relative energy (zero: lowest compared OMol25 entry of this formula, charge and spin)	4.218	eV

***

What is the relative energy (zero: lowest compared OMol25 entry of this formula, charge and spin) in the sixth record? 4.218 eV

***

largest force on an atom of number 6 (C6H8S2)? 0.11084 Eh/bohr

***

What is the largest force on an atom in the second record? 0.11004 Eh/bohr